[1]
ORCA calculation (ωB97M-V/def2-TZVPD) on a cluster of 7 separate species, C35H63BBrN6O7P2 in total in a non-equilibrium geometry.

Positions of all 115 atoms, in Å:
1 C 0.532 7.134 -1.082
2 C 0.256 8.246 -0.238
3 C -0.960 8.387 0.736
4 O -0.822 8.030 1.903
5 O -2.210 8.889 0.367
6 C -3.069 7.857 -0.192
7 C -3.604 6.794 0.847
8 C -2.663 5.530 1.054
9 C -2.941 4.325 0.032
10 C -1.679 3.938 -0.850
11 C -1.559 4.718 -2.230
12 B -2.635 4.278 -3.396
13 O -4.001 3.881 -3.029
14 C -3.956 2.450 -2.860
15 C -2.870 1.986 -3.963
16 P -3.644 0.982 -5.374
17 O -5.253 1.481 -5.680
18 O -3.792 -0.668 -4.911
19 P -1.400 0.904 -3.398
20 O -0.121 1.864 -2.792
21 Br -0.487 -0.101 -5.266
22 O -2.215 3.210 -4.339
23 H 0.304 7.208 -2.197
24 H 1.023 6.167 -0.755
25 H 1.001 9.109 -0.239
26 H -3.980 8.403 -0.603
27 H -2.583 7.378 -1.102
28 H -3.845 7.224 1.868
29 H -4.595 6.409 0.437
30 H -1.559 5.746 1.007
31 H -2.863 5.153 2.111
32 H -3.881 4.542 -0.550
33 H -3.164 3.415 0.688
34 H -0.749 4.208 -0.239
35 H -1.666 2.820 -0.989
36 H -0.523 4.465 -2.646
37 H -1.569 5.849 -2.127
38 H -2.735 5.282 -4.079
39 H -5.020 2.073 -2.929
40 H -3.674 2.204 -1.778
41 H -5.818 0.987 -5.040
42 H -4.002 -0.663 -3.945
43 H 0.227 2.391 -3.549
44 C -3.878 -0.724 1.695
45 C -2.366 -0.542 1.620
46 C -1.928 0.330 0.442
47 C -2.354 -0.300 -0.840
48 N -2.684 -0.789 -1.833
49 H -4.265 -1.239 0.811
50 H -4.146 -1.328 2.565
51 H -4.385 0.241 1.781
52 H -1.893 -1.527 1.547
53 H -2.018 -0.086 2.550
54 H -0.841 0.441 0.440
55 H -2.370 1.327 0.517
56 C 0.398 -5.246 2.621
57 C -0.057 -5.251 1.166
58 C 0.886 -4.464 0.249
59 C 0.939 -3.041 0.688
60 N 0.981 -1.939 1.027
61 H 0.410 -4.235 3.036
62 H -0.283 -5.840 3.234
63 H 1.401 -5.671 2.718
64 H -1.066 -4.833 1.108
65 H -0.117 -6.285 0.814
66 H 0.528 -4.506 -0.782
67 H 1.893 -4.889 0.275
68 C 1.537 0.081 4.359
69 C 1.547 1.389 5.144
70 C 0.318 1.555 6.042
71 C -0.921 1.554 5.213
72 N -1.878 1.556 4.570
73 H 0.687 0.028 3.675
74 H 2.444 -0.007 3.756
75 H 1.491 -0.780 5.032
76 H 1.606 2.225 4.441
77 H 2.448 1.426 5.764
78 H 0.377 2.497 6.592
79 H 0.261 0.741 6.770
80 C 6.173 -4.775 2.891
81 C 4.885 -4.310 2.220
82 C 3.905 -3.656 3.198
83 C 3.515 -4.631 4.258
84 N 3.210 -5.385 5.077
85 H 5.980 -5.543 3.643
86 H 6.851 -5.207 2.152
87 H 6.686 -3.939 3.376
88 H 4.407 -5.168 1.736
89 H 5.132 -3.593 1.432
90 H 3.007 -3.329 2.668
91 H 4.359 -2.780 3.668
92 C 0.266 -7.197 -3.062
93 C 0.767 -8.608 -3.330
94 C 0.818 -9.474 -2.067
95 C 1.760 -8.873 -1.052
96 N 2.486 -8.411 -0.272
97 H 0.932 -6.668 -2.376
98 H 0.226 -6.623 -3.990
99 H -0.738 -7.209 -2.627
100 H 1.765 -8.554 -3.775
101 H 0.112 -9.081 -4.066
102 H 1.168 -10.478 -2.316
103 H -0.177 -9.562 -1.623
104 C 4.003 -0.736 -1.409
105 C 4.654 0.247 -2.377
106 C 4.316 1.706 -2.059
107 C 2.842 1.920 -2.147
108 N 1.694 2.081 -2.210
109 H 2.912 -0.687 -1.458
110 H 4.293 -1.760 -1.655
111 H 4.310 -0.533 -0.378
112 H 4.334 0.007 -3.395
113 H 5.739 0.116 -2.341
114 H 4.814 2.370 -2.769
115 H 4.656 1.969 -1.054

Values from the calculation:
HOMO-LUMO gap ... 0.197 Eh
E_tot ... -149880.84862 eV
Charge ... -1
E_LUMO ... 1.46 eV

---

[2]
ORCA calculation (ωB97M-V/def2-TZVPD) on a cluster of 3 separate species, C35H63N4O11PSi in total in a non-equilibrium geometry.

Positions of all 115 atoms, in Å:
1 C 4.596 0.576 2.514
2 C 3.877 1.335 1.939
3 C 2.994 2.228 1.210
4 N 1.750 2.474 1.945
5 C 0.552 2.497 1.204
6 O 0.228 1.590 0.483
7 C -0.148 3.776 1.565
8 C -1.301 4.334 1.038
9 C -1.983 3.564 -0.068
10 C -3.189 2.710 0.392
11 C -2.978 1.207 0.141
12 C -2.611 0.505 1.462
13 N -3.834 0.300 2.235
14 C -4.459 -0.989 1.959
15 C -3.668 0.550 3.623
16 C -4.922 0.990 4.337
17 O -2.607 0.452 4.197
18 C -1.769 5.555 1.570
19 Si -3.422 6.298 0.916
20 C -3.553 6.289 -0.963
21 C -3.817 8.041 1.475
22 C -4.827 5.233 1.631
23 C -1.012 6.172 2.569
24 O -1.401 7.354 3.121
25 C -0.875 8.578 2.564
26 C 0.200 8.440 1.507
27 C 0.155 5.575 3.106
28 P 1.090 6.375 4.474
29 O 0.797 7.801 4.659
30 O 0.723 5.563 5.792
31 O 2.638 6.162 4.231
32 C 0.567 4.360 2.590
33 C 1.713 3.451 2.957
34 O 2.422 3.467 3.918
35 H 5.080 0.069 3.309
36 H 2.752 1.746 0.269
37 H 3.494 3.175 1.007
38 H -1.261 2.849 -0.433
39 H -2.225 4.189 -0.919
40 H -3.348 2.836 1.454
41 H -4.073 3.027 -0.150
42 H -3.899 0.743 -0.205
43 H -2.212 1.020 -0.607
44 H -1.934 1.158 2.000
45 H -2.066 -0.421 1.271
46 H -4.866 -0.984 0.950
47 H -3.758 -1.821 2.034
48 H -5.308 -1.128 2.618
49 H -5.620 0.155 4.345
50 H -4.660 1.313 5.333
51 H -5.397 1.774 3.757
52 H -2.625 6.471 -1.496
53 H -3.935 5.316 -1.263
54 H -4.320 7.000 -1.256
55 H -4.851 8.221 1.181
56 H -3.730 8.207 2.541
57 H -3.225 8.758 0.917
58 H -5.403 4.726 0.867
59 H -5.478 5.887 2.207
60 H -4.409 4.533 2.345
61 H -0.448 9.127 3.391
62 H -1.670 9.194 2.167
63 H 0.526 9.451 1.273
64 H -0.139 7.992 0.576
65 H 1.078 7.939 1.899
66 H -0.049 6.032 6.141
67 H 2.808 5.787 3.361
68 C 5.361 -0.333 -1.781
69 O 5.097 -1.180 -0.681
70 C 3.744 -1.616 -0.604
71 C 3.652 -3.107 -0.849
72 N 3.942 -3.433 -2.240
73 C 4.090 -4.862 -2.505
74 C 5.260 -5.590 -1.850
75 O 6.531 -5.191 -2.327
76 C 7.104 -4.071 -1.677
77 H 6.380 0.036 -1.674
78 H 5.283 -0.866 -2.735
79 H 4.681 0.525 -1.792
80 H 3.103 -1.064 -1.297
81 H 3.397 -1.406 0.412
82 H 2.640 -3.446 -0.608
83 H 4.350 -3.598 -0.157
84 H 4.797 -2.966 -2.512
85 H 4.194 -4.974 -3.587
86 H 3.159 -5.365 -2.223
87 H 5.167 -6.648 -2.111
88 H 5.225 -5.540 -0.756
89 H 6.807 -4.012 -0.627
90 H 6.845 -3.137 -2.183
91 H 8.188 -4.181 -1.724
92 C -1.890 -10.284 -4.876
93 O -0.812 -10.131 -3.972
94 C 0.396 -9.687 -4.580
95 C 0.755 -8.294 -4.109
96 N -0.173 -7.303 -4.641
97 C -0.028 -5.971 -4.058
98 C -0.346 -5.812 -2.573
99 O -1.710 -6.001 -2.247
100 C -2.099 -7.340 -1.996
101 H -2.715 -10.736 -4.328
102 H -2.224 -9.322 -5.278
103 H -1.620 -10.946 -5.704
104 H 0.328 -9.726 -5.671
105 H 1.186 -10.377 -4.269
106 H 1.766 -8.052 -4.449
107 H 0.759 -8.308 -3.011
108 H -1.119 -7.623 -4.480
109 H -0.695 -5.306 -4.612
110 H 0.992 -5.619 -4.241
111 H -0.120 -4.776 -2.305
112 H 0.292 -6.437 -1.936
113 H -1.288 -7.926 -1.560
114 H -2.458 -7.830 -2.905
115 H -2.928 -7.315 -1.288

Values from the calculation:
HOMO-LUMO gap ... 0.293 Eh
E_tot ... -82964.49759 eV
Structure (SMILES) ... C#CCN1C(=O)c2c(CCCCN(C)C(C)=O)c([Si](C)(C)C)c(OCC)c(P(=O)(O)O)c2C1=O.COCCNCCOC.COCCNCCOC
E_LUMO ... -0.72 eV

---

- What is the formula in the first record?
  C35H63BBrN6O7P2